--- one ---
{"formula": "C33H66O33", "method": "ωB97M-V/def2-TZVPD", "homo_energy_ev": -10.601, "orbital_gap_ev": 11.17, "multiplicity": 1, "total_charge": 0, "lumo_energy_ev": 0.564, "symbols": ["C", "O", "C", "O", "O", "C", "H", "H", "H", "H", "H", "H", "C", "O", "C", "O", "O", "C", "H", "H", "H", "H", "H", "H", "C", "O", "C", "O", "O", "C", "H", "H", "H", "H", "H", "H", "C", "O", "C", "O", "O", "C", "H", "H", "H", "H", "H", "H", "C", "O", "C", "O", "O", "C", "H", "H", "H", "H", "H", "H", "C", "O", "C", "O", "O", "C", "H", "H", "H", "H", "H", "H", "C", "O", "C", "O", "O", "C", "H", "H", "H", "H", "H", "H", "C", "O", "C", "O", "O", "C", "H", "H", "H", "H", "H", "H", "C", "O", "C", "O", "O", "C", "H", "H", "H", "H", "H", "H", "C", "O", "C", "O", "O", "C", "H", "H", "H", "H", "H", "H", "C", "O", "C", "O", "O", "C", "H", "H", "H", "H", "H", "H"], "coordinates": [[1.855, 4.316, -4.624], [2.334, 3.792, -3.395], [2.101, 4.521, -2.314], [1.495, 5.550, -2.270], [2.577, 3.840, -1.268], [2.444, 4.476, -0.017], [0.826, 4.656, -4.721], [1.913, 3.490, -5.330], [2.567, 5.010, -5.067], [3.261, 4.206, 0.650], [1.511, 4.168, 0.455], [2.416, 5.566, 0.049], [-3.594, 1.653, 8.243], [-3.137, 1.666, 6.907], [-3.345, 0.605, 6.154], [-3.778, -0.461, 6.498], [-2.982, 0.910, 4.918], [-3.030, -0.189, 4.004], [-3.006, 1.011, 8.898], [-4.627, 1.296, 8.244], [-3.651, 2.627, 8.724], [-2.642, -1.133, 4.391], [-2.495, 0.075, 3.097], [-4.088, -0.380, 3.820], [4.752, 0.710, 4.675], [4.464, -0.007, 3.476], [4.209, 0.699, 2.408], [4.041, 1.895, 2.367], [4.091, -0.128, 1.364], [3.573, 0.538, 0.210], [4.985, 0.028, 5.482], [4.039, 1.498, 4.906], [5.663, 1.284, 4.469], [4.099, 1.451, -0.077], [2.568, 0.888, 0.409], [3.612, -0.104, -0.665], [4.784, 2.408, -8.395], [3.920, 1.586, -7.641], [3.704, 1.944, -6.373], [4.222, 2.866, -5.807], [2.916, 1.026, -5.846], [2.780, 0.909, -4.439], [5.251, 1.845, -9.200], [5.585, 2.859, -7.809], [4.213, 3.219, -8.854], [2.064, 1.631, -4.042], [3.727, 1.156, -3.955], [2.415, -0.080, -4.188], [-4.260, -8.124, -1.042], [-3.084, -7.514, -1.516], [-2.744, -6.311, -1.085], [-3.475, -5.534, -0.534], [-1.509, -6.086, -1.540], [-0.928, -4.816, -1.335], [-4.213, -9.192, -1.233], [-5.164, -7.676, -1.455], [-4.377, -8.041, 0.042], [-1.176, -4.110, -2.132], [0.155, -4.907, -1.302], [-1.324, -4.403, -0.408], [0.402, 0.858, -0.922], [-0.677, 0.331, -0.183], [-0.385, -0.639, 0.660], [0.701, -0.902, 1.101], [-1.528, -1.280, 0.924], [-1.446, -2.411, 1.781], [0.889, 1.670, -0.378], [0.118, 1.322, -1.865], [1.161, 0.129, -1.199], [-0.963, -2.186, 2.736], [-0.725, -3.089, 1.317], [-2.425, -2.858, 1.907], [-1.994, -5.492, 4.068], [-1.853, -6.428, 2.999], [-0.785, -6.366, 2.215], [0.066, -5.521, 2.181], [-0.755, -7.531, 1.593], [0.391, -7.970, 0.868], [-1.193, -4.750, 4.073], [-1.858, -6.061, 4.989], [-2.978, -5.044, 3.972], [0.443, -7.222, 0.070], [0.096, -8.942, 0.488], [1.384, -7.990, 1.314], [0.438, 1.954, 3.924], [0.122, 3.261, 3.472], [-0.631, 3.410, 2.380], [-1.207, 2.533, 1.797], [-0.466, 4.657, 1.973], [-1.009, 4.986, 0.690], [0.450, 1.229, 3.109], [-0.376, 1.667, 4.595], [1.371, 1.900, 4.476], [-2.064, 4.722, 0.627], [-0.451, 4.364, -0.009], [-0.870, 6.041, 0.489], [0.002, -0.683, 6.932], [0.782, -0.885, 5.770], [0.852, -2.071, 5.210], [0.172, -3.040, 5.459], [1.761, -1.997, 4.247], [2.103, -3.157, 3.494], [0.553, -0.068, 7.642], [-0.192, -1.615, 7.464], [-0.967, -0.214, 6.779], [2.571, -2.902, 2.554], [1.173, -3.718, 3.357], [2.645, -3.856, 4.136], [-1.788, 3.267, -2.765], [-1.939, 4.642, -3.018], [-2.108, 5.070, -4.265], [-2.003, 4.395, -5.275], [-2.392, 6.345, -4.223], [-2.794, 7.009, -5.431], [-1.618, 3.067, -1.709], [-0.981, 2.812, -3.341], [-2.714, 2.742, -3.015], [-1.942, 7.595, -5.778], [-3.581, 7.700, -5.153], [-3.046, 6.336, -6.244], [0.470, -1.832, -4.466], [-0.225, -1.070, -5.409], [-1.098, -0.164, -4.959], [-1.241, 0.147, -3.805], [-1.733, 0.304, -6.003], [-2.890, 1.119, -5.783], [1.352, -2.404, -4.740], [-0.219, -2.561, -4.020], [0.783, -1.320, -3.549], [-3.661, 0.503, -5.322], [-3.313, 1.430, -6.737], [-2.672, 2.042, -5.252]], "mulliken_charge": [-0.502, -0.105, 0.658, -0.582, -0.189, -0.829, 0.100, 0.118, 0.351, 0.276, 0.133, 0.422, -0.718, -0.282, 0.690, -0.561, -0.171, -0.569, 0.273, 0.320, 0.256, 0.326, 0.012, 0.389, -0.676, -0.325, 0.856, -0.578, -0.394, -0.070, 0.247, 0.220, 0.362, 0.368, -0.258, 0.298, -0.696, -0.355, 0.849, -0.553, -0.343, -0.069, 0.261, 0.313, 0.281, -0.204, 0.445, 0.135, -0.663, -0.352, 0.860, -0.574, -0.368, -0.414, 0.259, 0.294, 0.289, 0.333, 0.299, 0.078, 0.324, -0.293, 1.060, -0.555, -0.442, -0.259, -0.143, -0.696, 0.453, 0.006, 0.072, 0.345, -0.250, -0.339, 0.941, -0.552, -0.381, -0.582, -0.046, 0.291, 0.236, 0.177, 0.241, 0.302, -0.035, -0.472, 0.911, -0.521, -0.426, -0.137, -0.085, 0.176, 0.230, 0.306, -0.190, 0.243, -0.614, -0.114, 0.639, -0.651, -0.012, -0.435, 0.292, 0.380, 0.024, 0.179, -0.052, 0.407, -0.283, -0.322, 0.844, -0.598, -0.332, -0.724, -0.005, 0.110, 0.426, 0.283, 0.249, 0.338, -0.334, -0.334, 0.822, -0.430, -0.369, -0.418, 0.422, 0.219, -0.090, 0.345, 0.260, -0.004]}

=====

--- two ---
{"formula": "C33H66O33", "method": "ωB97M-V/def2-TZVPD", "homo_energy_ev": -10.519, "orbital_gap_ev": 10.79, "multiplicity": 1, "total_charge": 0, "lumo_energy_ev": 0.267, "symbols": ["C", "O", "C", "O", "O", "C", "H", "H", "H", "H", "H", "H", "C", "O", "C", "O", "O", "C", "H", "H", "H", "H", "H", "H", "C", "O", "C", "O", "O", "C", "H", "H", "H", "H", "H", "H", "C", "O", "C", "O", "O", "C", "H", "H", "H", "H", "H", "H", "C", "O", "C", "O", "O", "C", "H", "H", "H", "H", "H", "H", "C", "O", "C", "O", "O", "C", "H", "H", "H", "H", "H", "H", "C", "O", "C", "O", "O", "C", "H", "H", "H", "H", "H", "H", "C", "O", "C", "O", "O", "C", "H", "H", "H", "H", "H", "H", "C", "O", "C", "O", "O", "C", "H", "H", "H", "H", "H", "H", "C", "O", "C", "O", "O", "C", "H", "H", "H", "H", "H", "H", "C", "O", "C", "O", "O", "C", "H", "H", "H", "H", "H", "H"], "coordinates": [[-1.239, 2.938, -3.774], [-1.086, 3.470, -5.081], [-1.156, 4.766, -5.222], [-1.678, 5.585, -4.518], [-0.703, 5.088, -6.448], [-0.732, 6.444, -6.855], [-0.280, 2.500, -3.498], [-1.981, 2.141, -3.742], [-1.495, 3.715, -3.054], [-0.550, 6.616, -7.914], [0.140, 6.889, -6.364], [-1.672, 6.898, -6.549], [1.572, -5.842, 0.534], [2.715, -6.369, -0.077], [2.739, -7.494, -0.768], [1.758, -8.178, -0.938], [3.969, -7.727, -1.181], [4.106, -8.720, -2.199], [0.666, -5.962, -0.067], [1.713, -4.770, 0.667], [1.444, -6.360, 1.487], [3.155, -8.976, -2.669], [4.508, -9.661, -1.833], [4.671, -8.244, -2.997], [5.722, -0.397, 1.730], [4.775, -1.306, 1.211], [4.951, -1.825, -0.006], [6.004, -1.873, -0.571], [3.767, -2.290, -0.398], [3.817, -2.920, -1.687], [5.284, 0.536, 2.087], [6.457, -0.028, 1.014], [6.235, -0.904, 2.546], [4.636, -3.636, -1.688], [3.923, -2.159, -2.459], [2.911, -3.478, -1.918], [0.947, -1.926, 0.946], [0.572, -0.562, 0.939], [-0.663, -0.249, 0.551], [-1.519, -1.090, 0.445], [-0.733, 1.070, 0.390], [-1.967, 1.592, -0.132], [1.879, -2.171, 1.443], [1.063, -2.356, -0.054], [0.150, -2.545, 1.362], [-2.057, 1.687, -1.208], [-2.072, 2.478, 0.491], [-2.833, 0.976, 0.119], [-1.795, 5.296, 2.483], [-0.787, 6.154, 1.927], [-0.289, 5.935, 0.736], [-0.158, 4.872, 0.182], [0.028, 7.139, 0.214], [0.461, 7.165, -1.141], [-1.449, 5.064, 3.487], [-1.822, 4.322, 1.992], [-2.770, 5.762, 2.396], [-0.334, 6.898, -1.836], [1.269, 6.451, -1.321], [0.862, 8.159, -1.311], [-1.644, -3.148, 3.426], [-0.738, -3.470, 4.508], [-0.265, -4.697, 4.522], [-0.564, -5.602, 3.778], [0.604, -4.797, 5.510], [1.331, -5.943, 5.824], [-1.532, -2.075, 3.315], [-2.655, -3.313, 3.799], [-1.475, -3.782, 2.563], [2.160, -5.575, 6.432], [1.903, -6.325, 4.966], [0.749, -6.762, 6.243], [-2.149, -1.372, -2.854], [-3.002, -0.349, -2.374], [-4.102, -0.647, -1.701], [-4.949, 0.144, -1.425], [-4.143, -1.951, -1.397], [-5.401, -2.494, -0.990], [-2.574, -2.276, -3.278], [-1.421, -1.666, -2.093], [-1.472, -0.949, -3.600], [-5.589, -2.176, 0.034], [-5.354, -3.575, -1.068], [-6.202, -2.134, -1.635], [4.384, 3.741, -4.632], [4.249, 2.949, -3.449], [3.002, 2.756, -3.066], [2.010, 3.227, -3.580], [3.004, 2.124, -1.895], [1.764, 1.657, -1.350], [5.459, 3.858, -4.768], [4.022, 4.745, -4.407], [3.949, 3.345, -5.544], [2.083, 0.996, -0.550], [1.115, 1.133, -2.052], [1.232, 2.538, -0.986], [-4.029, 0.021, 2.394], [-4.594, 0.237, 3.679], [-4.661, 1.476, 4.119], [-4.408, 2.488, 3.515], [-5.171, 1.463, 5.353], [-5.567, 2.677, 5.992], [-3.674, -1.001, 2.269], [-3.140, 0.617, 2.199], [-4.817, 0.164, 1.655], [-6.614, 2.930, 5.825], [-4.871, 3.427, 5.620], [-5.496, 2.462, 7.056], [5.198, -8.582, 4.583], [4.746, -7.583, 3.682], [4.652, -6.364, 4.205], [4.950, -6.052, 5.316], [4.235, -5.553, 3.227], [3.858, -4.237, 3.616], [4.939, -8.464, 5.633], [6.272, -8.699, 4.443], [4.702, -9.517, 4.317], [4.568, -3.863, 4.357], [2.867, -4.267, 4.070], [3.903, -3.596, 2.739], [-4.965, 8.088, -4.881], [-4.943, 6.946, -4.031], [-4.243, 7.032, -2.892], [-3.841, 8.040, -2.400], [-4.128, 5.789, -2.463], [-3.515, 5.563, -1.211], [-4.093, 8.039, -5.527], [-5.123, 9.031, -4.358], [-5.878, 8.000, -5.471], [-3.833, 6.306, -0.477], [-2.442, 5.712, -1.397], [-3.687, 4.541, -0.884]], "mulliken_charge": [-0.062, -0.333, 0.730, -0.477, -0.421, -0.444, 0.148, 0.241, 0.034, 0.243, 0.269, 0.076, -0.513, -0.184, 0.662, -0.585, -0.272, -0.745, 0.450, -0.090, 0.336, 0.357, 0.264, 0.272, -0.854, -0.230, 0.675, -0.561, 0.026, -0.864, 0.283, 0.368, 0.286, 0.352, 0.307, 0.263, -0.268, -0.327, 0.585, -0.447, -0.242, 1.354, 0.254, 0.280, 0.092, -0.236, -0.773, -0.305, -0.219, -0.380, 0.750, -0.415, -0.369, -0.469, 0.340, -0.160, 0.281, 0.119, 0.286, 0.265, -0.683, -0.354, 0.875, -0.597, -0.384, -0.547, 0.134, 0.443, 0.339, 0.304, 0.115, 0.361, -0.713, -0.083, 0.935, -0.591, -0.308, -0.675, 0.327, 0.118, 0.305, 0.212, 0.251, 0.322, -0.656, -0.330, 0.626, -0.493, -0.328, -0.182, 0.239, 0.293, 0.288, 0.149, 0.149, 0.232, -0.545, -0.364, 0.795, -0.571, -0.383, -0.615, 0.291, 0.269, 0.302, 0.259, 0.327, 0.204, -0.778, -0.279, 0.719, -0.566, -0.128, -0.198, 0.331, 0.293, 0.267, 0.400, 0.032, -0.100, -0.570, -0.369, 0.873, -0.607, -0.281, -0.445, 0.134, 0.320, 0.258, 0.422, -0.036, 0.238]}

=====

What should be chosen as the most stable of them? Choose one.